Formula: C4H10N3
Source: OMol25
Level of theory: ωB97M-V/def2-TZVPD

```
17
C4H10N3 | OMol25 | ωB97M-V/def2-TZVPD
C -0.22 1.43 -2.54
N -0.35 0.39 -1.89
N -0.91 -0.40 -1.15
N -0.72 -0.46 0.09
C -1.15 -1.62 0.88
C 0.15 0.48 0.84
C 1.62 -0.03 0.90
H -0.84 2.34 -2.37
H 0.74 1.65 -3.02
H -1.56 -2.43 0.23
H -1.91 -1.13 1.48
H -0.29 -1.93 1.50
H 0.12 1.46 0.33
H -0.29 0.40 1.86
H 1.61 -1.11 1.07
H 2.01 0.45 0.07
H 2.00 0.52 1.71
```

**Charge**: +1
**Energy relative to the best compared isomer or geometry (same formula, charge and spin)**: 4.503 eV
**LUMO energy**: -4.22 eV
**Frontier orbital gap**: 0.38619 Ha

---

Formula: C32H67ClFeI2N6O3P3Sb
Source: OMol25
Level of theory: ωB97M-V/def2-TZVPD

```
116
C32H67ClFeI2N6O3P3Sb | OMol25 | ωB97M-V/def2-TZVPD
Fe 1.41 -0.02 -0.43
I 4.35 -0.34 -0.33
C 4.39 1.80 -0.57
I 2.51 2.68 -0.05
H 4.59 2.03 -1.61
H 5.16 2.21 0.07
Cl -4.09 -1.09 0.58
C -2.54 -1.75 0.00
C -1.38 -0.82 0.33
O -1.17 -0.61 1.53
O -0.74 -0.32 -0.65
H -2.62 -1.92 -1.08
H -2.39 -2.69 0.52
C 0.15 -0.84 5.21
N 0.15 0.68 4.99
C 1.50 1.22 5.44
N 2.55 0.57 4.75
C 2.52 -0.86 5.01
N 1.26 -1.44 4.56
C 1.13 -1.46 3.11
P 1.09 0.23 2.34
C -0.12 1.02 3.56
C 2.58 0.87 3.32
H -0.78 -1.24 4.82
H 0.21 -1.00 6.28
H -0.59 1.08 5.56
H 1.58 1.04 6.51
H 1.51 2.30 5.25
H 2.62 -1.03 6.08
H 3.35 -1.34 4.49
H 0.22 -1.99 2.84
H 1.97 -2.00 2.67
H -1.12 0.68 3.29
H -0.06 2.10 3.45
H 2.65 1.96 3.20
H 3.50 0.44 2.91
C 2.67 -0.26 -4.14
P 1.40 0.29 -2.92
C -0.07 -0.47 -3.70
C 1.23 2.03 -3.45
C 2.38 2.80 -3.63
C 2.29 4.14 -3.97
C 1.05 4.73 -4.16
C -0.10 3.97 -3.99
C -0.01 2.63 -3.63
H 3.68 -0.16 -3.75
H 2.57 0.33 -5.05
H 2.50 -1.31 -4.38
H -0.20 -0.06 -4.70
H -0.96 -0.27 -3.09
H 0.07 -1.55 -3.76
H 3.36 2.35 -3.53
H 3.19 4.73 -4.09
H 0.97 5.77 -4.44
H -1.07 4.42 -4.16
H -0.92 2.06 -3.50
C -6.08 3.57 0.25
C -5.08 2.83 1.12
C -5.72 1.69 1.89
Sb -3.32 2.04 -0.06
C -3.88 1.74 -2.21
C -4.79 0.53 -2.39
C -4.49 2.98 -2.87
C -2.04 3.88 -0.08
C -2.75 5.17 -0.46
C -1.42 3.99 1.31
H -6.86 4.00 0.89
H -6.57 2.88 -0.45
H -5.62 4.38 -0.30
H -4.59 3.52 1.80
H -6.16 0.95 1.22
H -6.52 2.09 2.52
H -5.00 1.18 2.54
H -2.90 1.53 -2.65
H -5.73 0.65 -1.86
H -4.32 -0.39 -2.07
H -5.02 0.43 -3.45
H -5.44 3.24 -2.42
H -4.67 2.76 -3.92
H -3.82 3.83 -2.81
H -1.25 3.65 -0.81
H -3.50 5.42 0.30
H -3.24 5.11 -1.42
H -2.03 5.99 -0.50
H -2.18 4.20 2.06
H -0.70 4.82 1.33
H -0.90 3.06 1.57
C 4.29 -4.94 -1.13
N 3.43 -3.76 -1.12
C 3.20 -3.23 -2.45
P 2.11 -3.63 -0.10
O 1.68 -2.20 -0.04
N 0.82 -4.58 -0.56
C -0.21 -4.00 -1.40
C 1.06 -5.99 -0.81
N 2.64 -4.26 1.34
C 3.90 -3.80 1.89
C 1.84 -5.09 2.22
H 5.30 -4.64 -1.41
H 3.94 -5.69 -1.85
H 4.33 -5.40 -0.14
H 4.13 -2.83 -2.86
H 2.46 -2.42 -2.39
H 2.82 -3.99 -3.14
H -0.23 -2.92 -1.27
H -1.19 -4.41 -1.12
H -0.04 -4.22 -2.46
H 1.91 -6.34 -0.22
H 1.27 -6.19 -1.87
H 0.17 -6.56 -0.53
H 4.39 -3.14 1.17
H 4.56 -4.64 2.11
H 3.75 -3.25 2.82
H 0.86 -5.26 1.78
H 1.71 -4.61 3.19
H 2.34 -6.06 2.38
```

**Charge**: +2
**Multiplicity**: 5
**Energy relative to the best compared isomer or geometry (same formula, charge and spin)**: 2.774 eV
**<S²>**: 6.0486
**LUMO energy (spin up / spin down)**: -4.44 / -7.36 eV
**Frontier orbital gap (spin up / spin down)**: 0.25242 / 0.11207 Ha

---

Formula: C11H12NO2
Source: OMol25
Level of theory: ωB97M-V/def2-TZVPD

```
26
C11H12NO2 | OMol25 | ωB97M-V/def2-TZVPD
C 0.58 0.72 -3.30
C 0.99 0.01 -0.86
C -0.94 0.46 0.12
C 0.20 0.48 -1.87
C -1.08 0.73 -1.27
C -1.97 0.69 1.03
C -3.17 1.15 0.51
C -2.27 1.31 -1.72
C -3.33 1.47 -0.85
N 0.30 -0.06 0.31
H 0.79 -0.35 1.18
H 2.04 -0.24 -0.85
H -1.81 0.68 2.10
H 0.05 1.59 -3.68
H 0.38 -0.16 -3.90
H -4.03 1.32 1.15
H -2.33 1.61 -2.76
H -4.35 1.71 -1.14
H 1.64 0.96 -3.36
C 2.43 -2.59 3.01
C 2.88 -1.27 2.37
O 1.98 -0.36 2.36
O 4.04 -1.15 1.95
H 1.75 -3.09 2.32
H 1.95 -2.36 3.95
H 3.27 -3.26 3.18
```

**Charge**: -1
**Energy relative to the best compared isomer or geometry (same formula, charge and spin)**: 0.176 eV
**LUMO energy**: 3.35 eV
**Frontier orbital gap**: 0.29441 Ha

---

Formula: C21H11Br2F11O5
Source: OMol25
Level of theory: ωB97M-V/def2-TZVPD

```
50
C21H11Br2F11O5 | OMol25 | ωB97M-V/def2-TZVPD
C 1.67 3.96 2.63
C 1.51 2.95 1.98
C 1.04 1.69 1.24
C 1.09 1.52 -0.13
C 1.69 2.61 -1.09
O 2.82 2.43 -1.50
C 0.94 3.90 -1.62
F -0.43 3.71 -1.31
F 1.00 3.92 -3.00
C 1.36 5.27 -0.94
F 0.96 6.29 -1.83
F 0.64 5.54 0.24
C 2.91 5.49 -0.71
F 3.05 6.82 -0.26
F 3.45 4.71 0.30
C 3.81 5.40 -2.02
O 4.99 5.18 -1.85
O 3.34 5.60 -3.31
C 0.51 0.15 -0.67
O 0.93 -0.32 -1.71
C -0.62 -0.61 0.15
C -1.69 -1.53 -0.57
C -1.07 -2.83 -1.25
C -2.07 -4.08 -1.18
C -1.42 -5.43 -1.68
F -2.40 -6.17 -2.38
F -0.40 -5.18 -2.62
C -0.88 -6.39 -0.54
F -1.72 -6.48 0.56
F 0.41 -6.03 -0.20
F -0.80 -7.69 -1.05
C -0.65 -0.41 1.51
C -1.65 -1.01 2.53
Br -2.85 0.27 3.44
C -1.77 -2.33 2.88
C -2.79 -2.85 3.95
Br -0.62 -3.68 2.03
C 0.47 0.53 2.13
O 0.88 0.31 3.25
H 1.57 4.85 3.30
H 4.02 6.14 -3.78
H -2.22 -0.95 -1.40
H -2.51 -1.85 0.14
H -0.12 -3.14 -0.71
H -0.77 -2.65 -2.33
H -2.50 -4.24 -0.15
H -2.93 -3.85 -1.88
H -3.78 -2.32 3.94
H -2.32 -2.65 4.97
H -2.94 -3.96 3.89
```

**Charge**: 0
**Energy relative to the best compared isomer or geometry (same formula, charge and spin)**: 3.762 eV
**LUMO energy**: -1.79 eV
**Frontier orbital gap**: 0.29260 Ha

---

Formula: H16O8
Source: OMol25
Level of theory: ωB97M-V/def2-TZVPD

```
24
H16O8 | OMol25 | ωB97M-V/def2-TZVPD
O 0.90 -0.49 0.54
H 0.55 -0.45 1.39
H 0.24 0.04 0.10
O -3.59 -0.59 0.45
H -4.23 -0.26 -0.13
H -3.77 -1.57 0.34
O -3.62 0.55 2.58
H -4.06 0.43 1.71
H -3.39 1.45 2.57
O 4.10 -3.22 -0.97
H 3.56 -2.44 -0.84
H 5.08 -2.90 -0.82
O -0.77 0.54 -5.03
H -1.43 1.03 -4.52
H -0.34 0.03 -4.28
O 2.49 1.21 4.85
H 2.81 0.28 5.14
H 2.29 1.77 5.61
O 0.07 2.26 -0.90
H 0.54 1.67 -0.23
H -0.87 2.02 -1.02
O 1.37 -0.09 -2.22
H 1.44 -0.78 -1.56
H 0.64 -0.49 -2.78
```

**Charge**: 0
**Energy relative to the best compared isomer or geometry (same formula, charge and spin)**: 4.184 eV
**LUMO energy**: -0.24 eV
**Frontier orbital gap**: 0.39445 Ha

---

Formula: C4H12O4
Source: OMol25
Level of theory: ωB97M-V/def2-TZVPD

```
20
C4H12O4 | OMol25 | ωB97M-V/def2-TZVPD
C -0.61 -1.49 0.75
C -1.21 -0.58 -0.01
O -1.44 0.74 0.15
C -1.60 -0.72 -1.45
C -0.91 -1.13 -2.52
H -0.25 -1.34 1.79
H -0.44 -2.55 0.31
H -0.77 1.06 0.80
H -2.64 -0.61 -1.46
H 0.04 -1.48 -2.51
H -1.37 -0.88 -3.46
H 1.38 -0.69 1.59
H 1.33 -0.71 3.05
O 1.96 -0.76 2.34
H 0.99 2.75 1.54
H 1.80 1.57 0.99
O 1.10 1.81 1.55
H 0.38 0.95 -1.78
H 1.92 1.41 -2.04
O 1.29 1.21 -1.45
```

**Charge**: +1
**Multiplicity**: 2
**Energy relative to the best compared isomer or geometry (same formula, charge and spin)**: 1.349 eV
**<S²>**: 0.7567
**LUMO energy (spin up / spin down)**: -4.51 / -8.91 eV
**Frontier orbital gap (spin up / spin down)**: 0.38663 / 0.22485 Ha

---

Among the records above, which one has the highest charge?
C32H67ClFeI2N6O3P3Sb

---

Number 2 is which compound?
C32H67ClFeI2N6O3P3Sb

---

What did the first record say?
Formula: C4H10N3
Source: OMol25
Level of theory: ωB97M-V/def2-TZVPD

```
17
C4H10N3 | OMol25 | ωB97M-V/def2-TZVPD
C -0.22 1.43 -2.54
N -0.35 0.39 -1.89
N -0.91 -0.40 -1.15
N -0.72 -0.46 0.09
C -1.15 -1.62 0.88
C 0.15 0.48 0.84
C 1.62 -0.03 0.90
H -0.84 2.34 -2.37
H 0.74 1.65 -3.02
H -1.56 -2.43 0.23
H -1.91 -1.13 1.48
H -0.29 -1.93 1.50
H 0.12 1.46 0.33
H -0.29 0.40 1.86
H 1.61 -1.11 1.07
H 2.01 0.45 0.07
H 2.00 0.52 1.71
```

**Charge**: +1
**Energy relative to the best compared isomer or geometry (same formula, charge and spin)**: 4.503 eV
**LUMO energy**: -4.22 eV
**Frontier orbital gap**: 0.38619 Ha

---

Which of these has the highest energy relative to the best compared isomer or geometry (same formula, charge and spin)?
C4H10N3